Record 1
{"formula": "C13H8N8", "method": "ωB97M-V with the def2-TZVPD basis set", "de_lowest_kcal_mol": 36.0, "fmax_ev_per_a": 5.5, "e_lumo_ha": -0.014, "charge": 0, "gap_ha": 0.32686, "smiles": "Cc1cc2nnc(-c3ccc(C#N)cc3)n2c2nnnn12", "elements": ["N", "N", "N", "N", "N", "N", "N", "N", "C", "C", "C", "C", "C", "C", "C", "C", "C", "C", "C", "C", "C", "H", "H", "H", "H", "H", "H", "H", "H"], "xyz": [[-2.61844, -0.79265, 0.37593], [-0.50657, 2.63430, 1.29631], [-0.85511, -1.36880, -0.79644], [-3.04832, -1.82384, -0.34508], [-1.99968, -2.16068, -0.99097], [6.18423, -2.23332, -1.78019], [0.69839, 2.36022, 0.72667], [-0.71910, 0.67494, 0.41745], [4.04227, -0.94247, -1.22774], [-4.77076, 0.11103, 1.21370], [1.81602, 0.48174, -0.35356], [-3.36665, 0.17214, 1.04632], [3.37786, -1.36590, -0.02896], [-2.74522, 1.38156, 1.46854], [-1.33754, -0.51533, 0.03800], [5.25720, -1.57382, -1.67158], [2.52226, 0.92376, -1.48583], [0.57842, 1.16927, 0.20628], [-1.30968, 1.63925, 1.06584], [2.30768, -0.56781, 0.42052], [3.59940, 0.14326, -1.92802], [2.22412, 1.81358, -2.10984], [3.63494, -2.16183, 0.54485], [-5.14766, 0.71348, 0.38696], [-5.06198, 0.50052, 2.17489], [1.63014, -0.80003, 1.27203], [-3.35459, 2.16635, 1.91728], [4.17871, 0.28295, -2.87989], [-5.21030, -0.86186, 1.02652]]}

Record 2
{"formula": "C13H8NReSSbSe4", "method": "ωB97M-V with the def2-TZVPD basis set", "fmax_ev_per_a": 0.5, "e_lumo_ha": -0.480, "charge": 3, "gap_ha": 0.17943, "elements": ["Re", "Sb", "Se", "Se", "Se", "Se", "S", "N", "C", "C", "C", "C", "C", "C", "C", "C", "C", "C", "C", "C", "C", "H", "H", "H", "H", "H", "H", "H", "H"], "xyz": [[0.09881, 1.27611, 0.75464], [-1.35611, 4.45530, 3.21934], [-0.73261, 3.18736, 0.05734], [-3.41151, 3.51562, 3.42057], [0.42991, 5.83464, 3.37760], [0.29981, 1.42685, 2.93829], [0.29992, -2.32851, -1.51932], [-0.52433, -0.41306, -0.06030], [-2.89953, -1.05717, 0.36935], [-1.63761, -1.24559, -0.18220], [1.91345, 1.15423, 0.03136], [4.20108, 1.42177, -0.62170], [-1.34677, -2.36659, -0.96845], [1.82364, -0.08993, -0.69121], [0.57069, -0.87241, -0.72513], [-2.30682, -3.33821, -1.23003], [-3.85081, -2.02395, 0.10740], [4.13418, 0.22072, -1.32486], [3.08979, 1.89100, 0.05821], [-3.55970, -3.14658, -0.67921], [2.96291, -0.52307, -1.35903], [5.00609, -0.14077, -1.85447], [2.93967, -1.45285, -1.91592], [5.12315, 1.98746, -0.60791], [3.13423, 2.82259, 0.60640], [-4.84574, -1.91579, 0.51685], [-2.08717, -4.20625, -1.83661], [-3.13467, -0.19319, 0.97826], [-4.33394, -3.87974, -0.85927]]}

Record 3
{"formula": "C13H9ClN2OS", "method": "ωB97M-V with the def2-TZVPD basis set", "fmax_ev_per_a": 1.6, "e_lumo_ha": 0.009, "charge": 0, "gap_ha": 0.32577, "smiles": "Clc1ccc(Cc2nnc(-c3cccs3)o2)cc1", "elements": ["Cl", "S", "O", "N", "N", "C", "C", "C", "C", "C", "C", "C", "C", "C", "C", "C", "C", "C", "H", "H", "H", "H", "H", "H", "H", "H", "H"], "xyz": [[-5.61733, -1.72399, 0.90052], [4.36555, -0.62999, 1.45748], [1.09916, 0.58492, -0.52186], [0.55520, 1.65249, 1.31236], [1.71408, 1.01239, 1.54338], [0.20640, 1.39327, 0.09528], [-1.02074, 1.84212, -0.60612], [-2.85324, 0.21343, -1.21055], [3.18440, -0.41584, 0.21305], [4.74965, -1.76131, -0.81776], [5.31166, -1.60951, 0.41329], [-4.29190, -0.70414, 0.46300], [-3.91374, -0.60697, -0.86546], [3.52796, -1.07786, -0.93826], [-2.56463, 0.82439, 1.08855], [-2.17640, 0.93861, -0.24134], [2.02767, 0.38435, 0.44917], [-3.61954, 0.00636, 1.44599], [5.19152, -2.33873, -1.60946], [-4.44208, -1.16666, -1.62110], [2.92079, -1.06605, -1.82535], [-0.84443, 1.82243, -1.68181], [-1.24081, 2.86269, -0.28706], [-2.02524, 1.37647, 1.84358], [-3.92081, -0.08099, 2.47782], [6.23537, -2.02021, 0.76972], [-2.55850, 0.28832, -2.24709]]}

Record 4
{"formula": "C13H9ClNO", "method": "ωB97M-V with the def2-TZVPD basis set", "de_lowest_kcal_mol": 0.0, "fmax_ev_per_a": 3.6, "e_lumo_ha": -0.157, "charge": 1, "gap_ha": 0.29172, "smiles": "Oc1cc2cccc[n+]2c2c(Cl)cccc12", "elements": ["Cl", "O", "N", "C", "C", "C", "C", "C", "C", "C", "C", "C", "C", "C", "C", "C", "H", "H", "H", "H", "H", "H", "H", "H", "H"], "xyz": [[3.19235, -1.38746, -0.63453], [-0.70413, 1.93388, 3.31290], [0.40509, 0.38132, -0.33452], [2.34101, -0.84501, 0.75306], [-0.11666, 0.33151, -2.72551], [-0.28096, 1.43299, 2.12800], [-0.93977, 1.81492, 1.00197], [0.59112, -0.07020, -1.59318], [3.00703, -1.16270, 1.91115], [-1.38554, 1.74414, -1.26292], [1.14866, -0.03191, 0.75851], [0.80526, 0.50833, 2.05331], [1.54983, 0.24282, 3.22064], [-0.60785, 1.27171, -0.19759], [2.68614, -0.58023, 3.14128], [-1.12308, 1.30409, -2.53852], [1.32609, -0.78949, -1.84253], [0.15321, -0.02095, -3.71876], [-1.44115, 2.57391, 3.20460], [3.16689, -0.83404, 4.07033], [1.27443, 0.65871, 4.18000], [-2.19171, 2.44046, -1.14395], [3.82576, -1.87574, 1.81653], [-1.67031, 1.68126, -3.37272], [-1.78231, 2.50711, 1.04187]]}

Record 5
{"formula": "C13H9F2N3O3", "method": "ωB97M-V with the def2-TZVPD basis set", "fmax_ev_per_a": 7.3, "e_lumo_ha": -0.007, "charge": 0, "gap_ha": 0.27874, "smiles": "N#Cc1ccc(-n2c(O)c3n(c2=O)CC[C@H]3O)c(F)c1F", "elements": ["F", "F", "O", "O", "O", "N", "N", "N", "C", "C", "C", "C", "C", "C", "C", "C", "C", "C", "C", "C", "C", "H", "H", "H", "H", "H", "H", "H", "H", "H"], "xyz": [[1.70485, 0.00782, 0.84500], [2.71510, 1.82784, 2.61073], [-0.22768, -2.09370, 1.19693], [-1.10187, 1.75144, -1.41158], [0.78358, -3.26055, -0.80167], [-1.04867, 0.06818, 0.17702], [-1.17860, -0.49568, -1.95226], [1.63855, 4.70298, 4.42985], [-0.50878, 0.87374, 1.23765], [-0.11192, -2.75394, -1.81156], [0.55355, 2.74250, 3.00304], [-1.32091, 1.77086, 1.83259], [-0.46048, -0.84307, -3.22917], [0.56543, -1.91999, -2.88616], [1.05854, 3.78561, 3.86803], [-1.19732, 0.61349, -1.10735], [-0.81585, -1.28401, 0.15597], [0.88294, 0.85014, 1.50464], [-0.88115, -1.60193, -1.17903], [-0.79110, 2.79518, 2.63440], [1.39076, 1.81539, 2.36970], [-1.03982, -1.44765, -3.98449], [-0.81455, -3.52834, -2.10764], [1.65631, -2.77522, -0.79234], [0.75986, -2.56137, -3.70653], [0.04647, 0.09550, -3.69082], [0.07013, -3.01145, 0.84202], [-2.34067, 1.77340, 1.61335], [1.55652, -1.42557, -2.62132], [-1.54324, 3.52842, 2.96097]]}

Record 6
{"formula": "C14F42KN7O28S14", "method": "ωB97M-V with the def2-TZVPD basis set", "fmax_ev_per_a": 7.7, "e_lumo_ha": 0.107, "charge": -6, "gap_ha": 0.14665, "elements": ["K", "S", "S", "S", "S", "S", "S", "S", "S", "S", "S", "S", "S", "S", "S", "F", "F", "F", "F", "F", "F", "F", "F", "F", "F", "F", "F", "F", "F", "F", "F", "F", "F", "F", "F", "F", "F", "F", "F", "F", "F", "F", "F", "F", "F", "F", "F", "F", "F", "F", "F", "F", "F", "F", "F", "F", "F", "O", "O", "O", "O", "O", "O", "O", "O", "O", "O", "O", "O", "O", "O", "O", "O", "O", "O", "O", "O", "O", "O", "O", "O", "O", "O", "O", "O", "N", "N", "N", "N", "N", "N", "N", "C", "C", "C", "C", "C", "C", "C", "C", "C", "C", "C", "C", "C", "C"], "xyz": [[-7.27412, 0.85067, -3.27862], [-1.16484, -0.00788, -1.76270], [3.65011, 0.48026, 9.75153], [4.34813, 10.82147, 1.24553], [-5.51992, 5.97963, -12.70465], [-9.13545, -6.92398, 11.39618], [6.16936, 0.61327, 9.00161], [4.51259, -0.98663, -12.17501], [-9.65985, -7.36091, 13.85897], [-4.09337, 4.49377, -14.49365], [4.55380, -9.56466, 2.83194], [5.08746, 12.33731, 3.23211], [-3.03597, -1.57242, -0.68546], [2.14019, -9.05904, 3.49315], [4.94342, 0.02866, -14.45334], [-0.05984, 2.22743, -2.78620], [-9.89605, -9.95849, 14.31900], [8.45878, 1.95925, 9.61731], [-5.07064, 1.97080, -14.29623], [5.08117, 2.69574, -14.95617], [-10.69479, -8.68734, 15.77014], [2.70873, 11.63236, -0.76391], [-3.97264, 4.82793, -10.80236], [2.36753, -0.53676, -10.65369], [-5.90139, 3.69999, -11.34618], [-2.08359, -0.09652, 1.55075], [1.40944, -7.00574, 5.08803], [-1.63996, 1.60999, -3.92085], [-2.92437, 2.17651, -14.57069], [3.31903, 1.72633, -15.57513], [-0.27593, -8.33118, 4.44755], [7.18416, -9.15028, 1.98011], [4.76664, 11.45802, 5.82699], [-3.59391, 2.69319, -12.62250], [7.46413, 2.55121, 7.72920], [6.65466, -8.38058, 3.95284], [-5.88803, 5.51185, -10.03533], [2.80492, 9.46797, -0.44046], [1.21343, -9.05619, 5.93522], [1.44770, -0.50497, 8.31889], [3.07725, 12.45351, 4.84983], [5.11573, 1.38255, -16.67828], [-8.13854, -8.40774, 9.39956], [1.60930, 10.71124, 0.85280], [-7.66299, -6.34583, 9.28765], [3.54371, 10.48657, 4.31787], [-6.66971, -7.57270, 10.79462], [6.72290, 3.27976, 9.51381], [0.91849, 0.35494, 10.20055], [-1.94586, 2.48077, -1.95426], [-3.57158, -1.60445, 1.99811], [-4.23645, 0.29533, 0.92002], [1.91479, -1.76823, -12.55472], [1.57235, 1.75263, 8.51131], [6.00720, -7.32021, 2.14466], [2.81951, -2.63316, -10.80656], [-8.55189, -8.97850, 15.76271], [4.82977, -10.84857, 3.41866], [6.34684, 0.15355, -14.13521], [4.51792, -1.05866, -15.34173], [5.40485, 10.82333, 0.24126], [-1.84110, -2.33956, -0.38589], [4.28182, 9.64790, 2.10371], [-0.40579, 0.14690, -0.51978], [-6.80662, 6.63610, -12.62495], [-11.05287, -7.08510, 13.54325], [-4.46423, 6.93985, -12.78840], [-4.29436, -2.21794, -1.00088], [1.81048, -8.41927, 2.18244], [-2.99358, 5.18615, -13.75580], [-8.82205, -6.36784, 14.60004], [-0.57195, -0.84982, -2.71754], [5.23238, -0.32408, -11.05891], [3.56703, 1.13837, 11.05819], [-9.01346, -5.50251, 11.79467], [3.83062, -0.99668, 9.89928], [1.91826, -10.50701, 3.46926], [-10.42408, -7.27260, 10.71177], [6.43723, -0.01289, 10.24459], [5.20665, 13.77986, 3.51669], [-4.11149, 4.65004, -15.88325], [6.88406, -0.17576, 8.01849], [4.13162, -9.61209, 1.38741], [4.93211, -2.29595, -12.77030], [6.36812, 11.59169, 3.14422], [4.47234, 1.02095, 8.59718], [3.88953, 0.18835, -13.29642], [-2.73085, -0.19584, -1.67762], [-5.51041, 4.75094, -13.96226], [3.97790, 12.16714, 1.88555], [-8.84621, -7.94361, 12.47994], [3.51952, -8.57694, 3.89450], [4.00174, 11.62569, 4.66231], [-9.67841, -8.89961, 15.01907], [-7.74648, -7.36552, 10.08547], [1.77920, 0.52330, 9.16244], [1.03963, -8.29512, 4.88997], [-5.32057, 4.87654, -11.06195], [-3.95426, 2.67753, -13.92587], [4.63550, 1.54841, -15.48200], [2.79000, -1.51289, -11.51737], [-3.22234, -0.65432, 1.11166], [-1.21989, 1.67778, -2.66773], [7.28031, 2.25931, 9.01376], [6.24139, -8.53622, 2.70729], [2.77929, 10.66020, 0.14719]]}